No. 1
C4H11N3O | the ωB97M-V functional and the def2-TZVPD basis

Computed properties:
- ΔE to the lowest compared entry with this formula, charge and spin: 190.28 kcal per mole
- E_HOMO: -7.6065 eV

Element x y z (Å)
H  2.610  1.842  1.038
H  -3.627  -0.515  1.789
H  -2.588  0.167  -0.793
N  1.989  0.706  -0.717
C  1.056  -0.211  -0.112
C  2.980  1.053  0.344
H  0.567  1.029  -1.584
H  3.902  1.526  -0.203
H  3.354  0.159  0.823
H  -1.955  -0.414  2.062
N  -2.735  -0.223  1.373
N  -1.212  -1.143  -0.256
H  1.363  -1.202  0.158
C  -0.250  -0.421  -0.992
H  0.198  -1.151  -1.733
C  -2.518  -0.647  -0.025
H  -3.213  -1.435  -0.254
O  -0.476  0.745  -1.725
H  0.555  0.135  0.806

Charges obtained by Mulliken population analysis, quoted in units of e: 0.277 0.237 0.267 -0.532 -0.577 -0.714 0.452 0.273 0.290 0.239 -0.509 -0.320 0.332 0.266 0.240 -0.229 0.264 -0.562 0.307


No. 2
C4H11N3O | the ωB97M-V functional and the def2-TZVPD basis

Computed properties:
- ΔE to the lowest compared entry with this formula, charge and spin: 47.72 kcal per mole
- E_HOMO: -9.1182 eV

Element x y z (Å)
C  -0.919  -1.319  -0.583
C  -0.953  1.068  0.153
C  0.490  -1.099  -0.202
H  -1.863  2.390  -1.023
C  1.433  -0.361  -1.104
O  1.441  -0.552  2.461
N  -0.717  -0.280  0.403
H  1.820  0.286  2.745
H  -2.371  0.806  -1.292
N  -1.609  1.413  -1.014
H  1.896  -1.074  -1.788
H  0.952  -1.861  0.418
H  -1.427  -2.196  -0.203
H  -1.185  -1.039  -1.595
H  2.221  0.116  -0.523
N  -0.586  2.007  0.935
H  0.529  -0.376  2.154
H  0.909  0.395  -1.683
H  -0.064  1.675  1.741

Charges obtained by Mulliken population analysis, quoted in units of e: -0.564 0.570 0.203 0.279 -1.370 -0.655 -0.431 0.318 0.221 -0.439 0.372 0.426 0.243 0.399 0.288 -0.781 0.364 0.331 0.227


No. 3
C4H11N3O | the ωB97M-V functional and the def2-TZVPD basis

Computed properties:
- ΔE to the lowest compared entry with this formula, charge and spin: 120.40 kcal per mole
- E_HOMO: -7.7806 eV

Element x y z (Å)
O  -2.398  1.484  0.388
H  2.769  2.098  0.260
H  1.762  0.595  -1.473
H  -2.207  -1.208  1.331
H  -2.859  -1.234  -0.313
C  1.995  1.382  0.546
H  1.376  1.819  1.328
C  1.169  1.009  -0.659
H  -2.605  0.963  1.180
N  0.724  -1.853  -0.570
H  1.654  -2.018  -0.200
H  0.750  -1.989  -1.580
C  -1.946  -1.320  0.276
N  0.349  -0.539  -0.256
H  2.502  0.507  0.953
C  -0.961  -0.260  -0.134
N  -1.187  1.024  -0.164
H  -1.494  -2.300  0.153
H  0.606  1.839  -1.067

Charges obtained by Mulliken population analysis, quoted in units of e: -0.446 0.355 0.348 0.348 0.355 -1.018 0.272 -0.242 0.293 -0.681 0.233 0.206 -1.251 0.060 0.269 0.538 -0.340 0.382 0.318


No. 4
C4H11N3O | the ωB97M-V functional and the def2-TZVPD basis

Computed properties:
- ΔE to the lowest compared entry with this formula, charge and spin: 121.84 kcal per mole
- E_HOMO (alpha / beta): -7.8151 / -7.8144 eV

Element x y z (Å)
C  -0.481  -2.563  -0.135
H  1.041  -1.240  0.764
H  1.256  2.412  0.352
N  -0.269  0.944  0.606
H  1.755  0.657  -1.195
H  -1.020  -2.811  0.792
C  -0.251  -0.025  -0.573
H  1.769  0.876  1.110
H  -1.206  -2.468  -0.942
H  -1.945  1.742  1.306
H  0.723  0.083  -2.420
C  0.958  1.603  1.031
H  0.228  -3.380  -0.294
H  0.812  2.038  2.021
N  0.981  0.054  -1.442
H  -1.861  1.551  -0.324
C  0.197  -1.287  0.082
O  -1.348  -0.060  -1.239
N  -1.340  1.876  0.500

Charges obtained by Mulliken population analysis, quoted in units of e: -1.173 0.288 0.328 0.221 0.232 0.309 0.990 0.328 0.324 0.228 0.267 -0.939 0.363 0.285 -0.514 0.303 -0.082 -0.910 -0.847


No. 5
C4H11N3O2 | the ωB97M-V functional and the def2-TZVPD basis

Computed properties:
- ΔE to the lowest compared entry with this formula, charge and spin: 13.51 kcal per mole
- E_HOMO: -8.9702 eV

Element x y z (Å)
O  0.924  -1.974  0.017
N  -0.796  2.591  1.291
H  -2.640  0.975  0.969
H  -0.268  3.236  0.727
O  -1.253  -1.797  -0.431
H  2.282  0.658  1.047
H  -1.791  -0.427  0.825
C  0.251  -2.620  -2.130
H  0.833  -1.154  0.541
C  -0.144  -2.035  -0.821
H  0.786  -3.560  -2.036
H  0.901  -2.004  -2.746
C  -0.643  1.251  0.953
H  -1.747  2.878  1.448
N  0.381  0.725  0.406
H  -0.625  -2.758  -2.763
C  1.692  1.440  0.595
H  1.538  2.299  1.243
N  -1.785  0.506  1.220
H  2.106  1.770  -0.355

Charges obtained by Mulliken population analysis, quoted in units of e: -0.504 -0.522 0.245 0.206 -0.632 0.230 0.328 -1.088 0.396 0.931 0.297 0.289 0.503 0.228 -0.423 0.327 -0.950 0.408 -0.541 0.271


No. 6
C4H11N3O2 | the ωB97M-V functional and the def2-TZVPD basis

Computed properties:
- ΔE to the lowest compared entry with this formula, charge and spin: 52.67 kcal per mole
- E_HOMO: -9.4656 eV

Element x y z (Å)
O  1.898  0.702  -1.128
N  -0.122  -1.038  1.443
H  4.195  1.967  -0.036
H  -0.233  -1.543  2.385
H  -4.293  -1.526  0.349
H  -3.753  -0.649  -1.028
H  -3.337  -2.277  -0.949
N  -0.441  -0.559  -0.806
H  1.039  0.072  -0.893
H  2.900  3.383  -0.191
O  2.227  1.066  1.067
H  -0.936  -0.715  -1.565
H  0.930  -0.875  1.310
C  2.319  1.371  -0.063
H  -2.461  -0.545  1.468
H  3.573  2.326  -1.500
C  -0.988  -0.891  0.316
C  -3.429  -1.396  -0.365
N  -2.344  -1.283  0.689
C  3.256  2.411  -0.503

Charges obtained by Mulliken population analysis, quoted in units of e: -0.520 -0.430 0.241 0.233 0.315 0.357 0.342 -0.575 0.382 0.261 -0.556 0.103 0.183 0.755 0.301 0.331 0.535 -0.919 -0.325 -1.014


No. 7
C4H11N3O2 | the ωB97M-V functional and the def2-TZVPD basis

Computed properties:
- ΔE to the lowest compared entry with this formula, charge and spin: 35.64 kcal per mole
- E_HOMO: -8.8977 eV

Element x y z (Å)
C  -3.173  0.234  1.140
H  -0.278  -0.964  -0.993
H  4.441  -0.330  -1.328
C  3.360  -0.401  -1.468
H  1.150  -1.340  -1.938
N  2.678  -0.083  -0.231
H  3.215  -1.430  -1.817
O  -4.108  -0.100  1.793
H  -2.090  1.709  0.024
C  1.471  -0.441  -0.125
H  -3.406  2.404  1.008
N  0.785  -0.304  1.099
H  -2.520  -1.070  -0.164
O  -2.243  -0.719  0.696
N  0.709  -1.120  -1.059
C  -2.653  1.621  0.956
H  1.351  -0.229  1.924
H  0.045  0.372  1.004
H  -1.884  1.830  1.704
H  3.149  0.362  -2.224

Charges obtained by Mulliken population analysis, quoted in units of e: 0.555 0.188 0.282 -0.893 0.187 -0.548 0.305 -0.468 0.317 0.580 0.306 -0.381 0.315 -0.425 -0.337 -0.864 0.233 0.085 0.266 0.297


No. 8
C4H11N3O2 | the ωB97M-V functional and the def2-TZVPD basis

Computed properties:
- ΔE to the lowest compared entry with this formula, charge and spin: 121.94 kcal per mole
- E_HOMO: -8.4229 eV

Element x y z (Å)
H  0.369  1.677  1.580
H  -1.816  1.023  1.062
H  0.357  -1.465  -1.359
H  0.729  0.538  -2.330
N  0.507  2.026  0.636
O  -1.119  -0.049  -0.563
H  2.167  0.126  1.703
N  0.046  -2.391  0.470
O  1.403  -0.449  1.561
H  1.761  1.890  -1.811
C  0.341  -1.317  -0.289
H  0.452  -2.468  1.390
C  0.779  1.427  -1.703
H  -0.545  -3.098  0.064
H  0.013  2.120  -2.050
C  0.522  1.135  -0.259
H  -3.055  0.224  0.078
H  -2.047  -0.730  1.182
N  1.175  -0.338  0.162
C  -2.037  0.118  0.475

Charges obtained by Mulliken population analysis, quoted in units of e: 0.295 0.288 0.254 0.301 -0.784 -0.550 0.365 -0.339 -0.544 0.317 0.115 0.235 -1.079 0.236 0.258 0.900 0.238 0.257 -0.046 -0.716


No. 9
C4H11N3O2 | the ωB97M-V functional and the def2-TZVPD basis

Computed properties:
- ΔE to the lowest compared entry with this formula, charge and spin: 68.73 kcal per mole
- E_HOMO: -9.0417 eV

Element x y z (Å)
N  0.223  1.578  0.539
H  -0.766  -1.161  0.398
H  0.523  -0.621  -2.978
C  1.283  0.099  -2.460
N  0.773  1.258  -1.750
H  1.053  2.154  -1.608
H  -0.423  1.545  1.297
H  0.127  -2.599  1.050
H  -1.625  0.232  2.870
C  -0.936  -1.368  2.350
N  -1.406  0.427  -0.735
O  -0.782  -0.059  2.511
H  1.166  2.137  0.527
O  -1.593  -2.108  3.026
H  1.716  -0.565  -1.788
H  -1.774  0.071  -1.541
H  1.985  0.402  -3.220
C  -0.046  -1.591  1.222
H  0.732  -0.841  1.037
C  -0.229  1.009  -0.748

Charges obtained by Mulliken population analysis, quoted in units of e: -0.371 0.146 0.208 -0.830 -0.250 0.250 0.214 0.409 0.316 0.547 -0.670 -0.413 0.189 -0.578 0.305 0.168 0.341 -0.781 0.343 0.457


No. 10
C4H11N3O2 | the ωB97M-V functional and the def2-TZVPD basis

Computed properties:
- ΔE to the lowest compared entry with this formula, charge and spin: 26.80 kcal per mole
- E_HOMO: -8.4549 eV

Element x y z (Å)
C  1.201  1.842  1.958
H  1.220  3.852  2.172
H  2.423  0.432  2.929
H  -1.110  -0.618  0.128
O  0.022  1.574  1.971
C  2.230  0.743  1.901
H  0.217  -2.445  0.129
O  1.718  3.027  2.249
N  -1.205  -2.085  -2.702
H  -0.667  0.878  -1.968
H  -0.310  -3.643  -1.002
H  1.924  -0.133  1.348
N  -0.312  -2.691  -0.688
H  3.179  1.111  1.504
H  -2.029  1.233  -0.753
N  -1.436  -0.688  -0.825
H  -1.942  -1.632  -3.216
C  -1.023  -1.816  -1.473
H  -2.495  0.479  -2.136
C  -1.607  0.582  -1.526

Charges obtained by Mulliken population analysis, quoted in units of e: 0.653 0.359 0.255 0.237 -0.541 -0.794 0.147 -0.451 -0.742 0.285 0.238 0.198 -0.362 0.320 0.352 -0.279 0.217 0.561 0.382 -1.034


No. 11
C4H11N3O2 | the ωB97M-V functional and the def2-TZVPD basis

Computed properties:
- ΔE to the lowest compared entry with this formula, charge and spin: 48.42 kcal per mole
- E_HOMO: -9.1405 eV

Element x y z (Å)
H  0.532  -1.247  -2.592
C  -2.204  3.013  -0.319
H  -3.222  2.636  -0.081
H  -2.235  4.127  -0.337
H  3.443  -2.156  -0.184
O  2.766  -1.682  -0.684
C  1.530  -2.210  -0.800
H  0.381  1.701  2.176
H  -2.034  2.729  -1.389
H  -0.431  -1.432  -1.070
H  -1.678  -0.594  1.000
O  1.266  -3.209  -0.150
H  -0.117  0.403  2.568
H  -0.629  3.237  1.007
N  -1.853  0.276  0.359
H  0.663  -0.162  -1.409
N  -1.070  2.513  0.456
N  0.034  0.892  1.650
C  -1.104  1.191  0.853
C  0.642  -1.259  -1.448

Charges obtained by Mulliken population analysis, quoted in units of e: 0.320 -0.841 0.271 0.325 0.333 -0.464 0.777 0.233 0.232 0.245 0.275 -0.580 0.260 0.257 -0.699 0.261 -0.224 -0.569 0.510 -0.922


No. 12
C4H11N3O2 | the ωB97M-V functional and the def2-TZVPD basis

Computed properties:
- ΔE to the lowest compared entry with this formula, charge and spin: 20.73 kcal per mole
- E_HOMO: -8.6704 eV

Element x y z (Å)
H  -2.553  0.946  1.189
C  0.949  -2.543  -0.411
H  -2.095  3.280  -0.950
N  -2.176  2.324  -0.628
H  2.641  -0.159  0.889
H  1.581  -2.669  -1.297
H  0.499  -3.415  0.059
N  0.106  2.335  -1.187
C  -1.033  1.765  -0.597
C  -1.763  0.217  1.126
H  0.975  1.871  -0.979
O  2.211  -0.670  0.187
H  -1.314  0.328  2.110
N  -0.778  0.639  0.136
C  1.965  -1.980  0.577
H  -2.099  -0.783  0.891
H  0.134  0.234  0.205
H  0.195  -1.802  -0.634
O  2.556  -2.496  1.473
H  -0.001  2.579  -2.157

Charges obtained by Mulliken population analysis, quoted in units of e: 0.385 -0.759 0.236 -0.730 0.313 0.258 0.264 -0.505 0.622 -1.080 0.192 -0.457 0.342 -0.121 0.598 0.287 0.171 0.286 -0.526 0.223